(1)
{
  "formula": "C25H58FO12PS",
  "method": "ωB97M-V/def2-TZVPD",
  "symbols": ["O", "S", "O", "O", "C", "C", "C", "C", "P", "C", "C", "C", "F", "H", "H", "H", "H", "H", "H", "H", "H", "H", "H", "H", "H", "H", "H", "H", "H", "C", "O", "C", "C", "O", "C", "C", "O", "C", "H", "H", "H", "H", "H", "H", "H", "H", "H", "H", "H", "H", "H", "H", "C", "O", "C", "C", "O", "C", "C", "O", "C", "H", "H", "H", "H", "H", "H", "H", "H", "H", "H", "H", "H", "H", "H", "C", "O", "C", "C", "O", "C", "C", "O", "C", "H", "H", "H", "H", "H", "H", "H", "H", "H", "H", "H", "H", "H", "H"],
  "xyz": [[-1.46841, 2.25860, 3.69788], [-1.43823, 2.91530, 4.96703], [-0.97189, 2.21613, 6.12288], [-0.54401, 4.22784, 4.76406], [-3.04824, 3.59656, 5.29161], [-4.00476, 2.49080, 5.78225], [-4.64141, 2.73316, 7.15831], [-5.13147, 4.17197, 7.38687], [-4.08440, 5.37336, 8.34210], [-4.32692, 4.83822, 10.11322], [-3.16391, 4.19405, 10.87751], [-2.69202, 2.83732, 10.39385], [-1.80179, 2.95718, 9.32357], [-0.87000, 4.95455, 5.31699], [-2.92845, 4.40484, 6.01331], [-3.37066, 4.02212, 4.34198], [-4.78884, 2.35828, 5.03536], [-3.46039, 1.54536, 5.82170], [-5.50013, 2.05967, 7.22193], [-3.94744, 2.42450, 7.93890], [-6.07610, 4.16255, 7.93772], [-5.34907, 4.64122, 6.42256], [-2.82525, 4.77734, 8.11657], [-5.21911, 4.21002, 10.19236], [-4.57355, 5.76700, 10.63373], [-2.30649, 4.87198, 10.88585], [-3.47706, 4.05709, 11.91761], [-3.53288, 2.21971, 10.06269], [-2.17620, 2.29981, 11.19263], [-5.83676, -3.59676, -1.72096], [-4.94284, -2.72417, -1.07371], [-4.58640, -1.61996, -1.88600], [-3.97077, -0.51841, -1.05754], [-4.90555, 0.25860, -0.32725], [-5.36331, -0.29755, 0.89415], [-4.37222, -0.14657, 2.02715], [-3.34219, -1.10973, 1.92816], [-2.19499, -0.73142, 2.66068], [-5.39574, -4.02412, -2.62976], [-6.06600, -4.40403, -1.02797], [-6.76714, -3.08382, -1.99235], [-5.47252, -1.22954, -2.40317], [-3.85516, -1.93643, -2.64344], [-3.50077, 0.18196, -1.75212], [-3.19629, -0.92043, -0.40050], [-5.64922, -1.34543, 0.77509], [-6.25450, 0.27862, 1.15293], [-4.90074, -0.26994, 2.98517], [-3.94955, 0.86639, 1.99758], [-1.77476, 0.20577, 2.28630], [-1.45945, -1.52666, 2.55288], [-2.42543, -0.60484, 3.72513], [2.53539, -2.13556, -6.02146], [1.88347, -1.28865, -5.10262], [0.69517, -0.73397, -5.62851], [-0.17529, -0.18232, -4.52304], [-0.88468, -1.17741, -3.80417], [-0.16036, -1.87398, -2.80180], [-0.02455, -1.10421, -1.50922], [0.98803, -0.11982, -1.59708], [0.85683, 0.86489, -0.59709], [2.84028, -1.59215, -6.92351], [3.42752, -2.52576, -5.53656], [1.89032, -2.97226, -6.31449], [0.13238, -1.49704, -6.18198], [0.94230, 0.08163, -6.32397], [-0.94495, 0.43603, -4.99027], [0.41526, 0.44634, -3.85238], [0.81959, -2.19229, -3.16448], [-0.75754, -2.76346, -2.58919], [0.21704, -1.80655, -0.69859], [-0.98854, -0.63227, -1.27960], [-0.10404, 1.38669, -0.67741], [1.66389, 1.58143, -0.73591], [0.93422, 0.43273, 0.40757], [9.70602, -3.31891, -8.98941], [9.03171, -2.60700, -7.97958], [7.84485, -1.99889, -8.44963], [6.94727, -1.60321, -7.29974], [6.22661, -2.68463, -6.73285], [6.93640, -3.54997, -5.86157], [7.16934, -2.97600, -4.48260], [8.23718, -2.04912, -4.49337], [8.24133, -1.22552, -3.35090], [10.01487, -2.65945, -9.80951], [10.59304, -3.76126, -8.54054], [9.07719, -4.11745, -9.40053], [7.30084, -2.68772, -9.10908], [8.09573, -1.09742, -9.02721], [6.18244, -0.93425, -7.70018], [7.51590, -1.06155, -6.54065], [7.87988, -3.87612, -6.30497], [6.29027, -4.42265, -5.74476], [7.40240, -3.79951, -3.79227], [6.24802, -2.48981, -4.13589], [7.31550, -0.64317, -3.27740], [9.08447, -0.54393, -3.44298], [8.35829, -1.81255, -2.43206]],
  "smiles": "O=S(=O)(O)CCCCPCCCF.COCCOCCOC.COCCOCCOC.COCCOCCOC",
  "lumo_ev": 0.4,
  "homo_ev": -9.03,
  "homo_lumo_gap_ev": 9.4,
  "e_above_lowest_ev": 0.000
}

(2)
{
  "formula": "C25H59AlBN8O8",
  "method": "ωB97M-V/def2-TZVPD",
  "symbols": ["C", "C", "Al", "C", "C", "B", "N", "O", "H", "H", "H", "H", "H", "H", "H", "H", "H", "H", "C", "C", "O", "N", "C", "H", "H", "H", "H", "H", "H", "H", "C", "C", "O", "N", "C", "H", "H", "H", "H", "H", "H", "H", "C", "C", "O", "N", "C", "H", "H", "H", "H", "H", "H", "H", "C", "C", "O", "N", "C", "H", "H", "H", "H", "H", "H", "H", "C", "C", "O", "N", "C", "H", "H", "H", "H", "H", "H", "H", "C", "C", "O", "N", "C", "H", "H", "H", "H", "H", "H", "H", "C", "C", "O", "N", "C", "H", "H", "H", "H", "H", "H", "H"],
  "xyz": [[3.27608, -4.25510, 0.37169], [2.78488, -4.09811, -0.89785], [1.61781, -2.41430, -1.19045], [2.71587, -0.87043, -0.40323], [2.55752, -0.72398, 0.94357], [-0.14973, -2.47053, 0.00758], [-0.01785, -2.84662, 1.43781], [-1.42643, -2.12139, -0.50083], [4.29100, -3.98446, 0.67305], [2.57565, -4.58832, 1.13354], [3.04412, -4.77753, -1.71484], [1.29713, -2.14927, -2.75162], [3.37540, -0.22826, -0.99098], [3.06508, -1.45595, 1.57787], [1.89865, 0.02834, 1.38353], [-0.17591, -3.84815, 1.51522], [-0.73197, -2.32544, 1.95400], [-1.55139, -2.58629, -1.33989], [1.15692, -5.25870, 6.33610], [0.64636, -4.64490, 5.05111], [0.54140, -5.29056, 4.02411], [0.30321, -3.32972, 5.08320], [0.36075, -2.41860, 6.20933], [1.38859, -6.30434, 6.15842], [2.06386, -4.75152, 6.66823], [0.39811, -5.19643, 7.11776], [-0.02569, -2.97759, 4.19606], [-0.63804, -2.02556, 6.41310], [1.02112, -1.58288, 5.97038], [0.73127, -2.91278, 7.10082], [-1.96067, 0.62141, 0.04808], [-1.24698, 1.87354, 0.49660], [-0.18713, 1.85511, 1.09743], [-1.83818, 3.07694, 0.20796], [-3.08643, 3.31530, -0.48859], [-1.39317, -0.25350, 0.33612], [-2.94541, 0.56474, 0.51895], [-2.06920, 0.61340, -1.03634], [-1.31351, 3.87140, 0.53650], [-2.89326, 3.92410, -1.37541], [-3.75956, 3.85987, 0.17955], [-3.56247, 2.38897, -0.79231], [4.99202, 3.63663, -0.89438], [4.28712, 2.51699, -1.62604], [4.81810, 1.44758, -1.85124], [3.00511, 2.73580, -2.02831], [2.19982, 3.92434, -1.85030], [5.99512, 3.31112, -0.63703], [5.06339, 4.52297, -1.52742], [4.45922, 3.88623, 0.02434], [2.59467, 1.94230, -2.49797], [1.30721, 3.67447, -1.27169], [1.89024, 4.30856, -2.82623], [2.75043, 4.69973, -1.32803], [-5.65754, 0.57234, 2.56562], [-6.27073, 1.20501, 1.34009], [-6.41857, 0.59537, 0.29647], [-6.66318, 2.50918, 1.43298], [-6.56732, 3.38909, 2.58183], [-5.39787, -0.45676, 2.33823], [-4.75026, 1.10373, 2.85722], [-6.36680, 0.57898, 3.39461], [-7.06216, 2.87060, 0.58166], [-7.56415, 3.73622, 2.86136], [-5.95482, 4.25692, 2.32861], [-6.12186, 2.88176, 3.43001], [-0.78061, -1.78441, -5.08668], [-1.63134, -2.86224, -4.46779], [-1.13966, -3.77799, -3.83572], [-2.98350, -2.77104, -4.63902], [-3.72642, -1.74750, -5.35499], [0.26256, -1.98902, -4.86178], [-0.91647, -1.76762, -6.16990], [-1.04250, -0.81001, -4.67057], [-3.49489, -3.52020, -4.20121], [-4.41970, -1.26140, -4.66392], [-4.29580, -2.21577, -6.16106], [-3.06724, -0.99757, -5.78042], [-2.24337, 2.84345, -7.27961], [-1.52178, 1.52289, -7.15152], [-2.08827, 0.45313, -7.30911], [-0.19877, 1.55694, -6.84724], [0.64054, 2.71821, -6.62231], [-3.28435, 2.65428, -7.52226], [-2.19858, 3.39548, -6.33999], [-1.80245, 3.44386, -8.07637], [0.22093, 0.64237, -6.77351], [1.45966, 2.72181, -7.34334], [1.06061, 2.67403, -5.61611], [0.07645, 3.63858, -6.72747], [5.53855, -0.99748, 6.31491], [4.40499, -0.00203, 6.38317], [3.74400, 0.16066, 7.40034], [4.14028, 0.71330, 5.26324], [4.81531, 0.65200, 3.97583], [5.63208, -1.49210, 7.27695], [5.33892, -1.75075, 5.55200], [6.47789, -0.49153, 6.08909], [3.37257, 1.35710, 5.36927], [5.22508, 1.63583, 3.74001], [4.09957, 0.37713, 3.19909], [5.62075, -0.07348, 3.97836]],
  "lumo_ev": 1.8,
  "homo_ev": -2.11,
  "homo_lumo_gap_ev": 3.9,
  "e_above_lowest_ev": 1.788,
  "charge": -1
}